Molecular formula: C3H7N3OS
Method: DFT, ωB97M-V with the def2-TZVPD basis set

Geometry as XYZ:
```
15
Properties=species:S:1:pos:R:3:forces:R:3:mulliken_charge:R:1
C -0.088364 -1.666112 1.074280 2.1164 0.6597 -1.7155 -0.583
C -0.983638 0.902402 0.759864 0.3306 -1.5419 0.2240 0.513
C 0.894093 0.508997 -2.026985 -2.0742 0.5421 -1.9213 -0.249
H 1.239942 -1.438364 1.103349 -4.4081 -0.4332 0.1125 0.153
H -0.320238 -2.307050 1.936419 0.1851 0.2594 -0.4066 0.328
H -0.239768 -2.337796 0.039239 0.0987 2.1977 2.6896 0.205
H -1.849841 -0.508283 1.911559 2.2682 0.0269 -1.7830 0.265
H -0.145196 2.202910 -0.678887 0.5941 -2.4881 2.3742 0.305
H 1.983809 0.316046 -0.406791 -1.7778 0.8031 0.4879 0.282
H 1.853932 0.308478 -2.601952 -1.3485 -0.1195 0.8272 0.268
N -0.993696 -0.408006 1.250465 -0.0445 -1.4618 0.6056 -0.209
N 0.161244 1.381528 0.050424 -0.5329 1.4781 -1.9396 -0.388
N 0.985516 0.499711 -0.695865 1.9279 0.0333 0.3688 0.006
O -1.903048 1.629969 1.049628 0.4044 0.4787 -0.3409 -0.604
S -0.594747 0.915570 -2.764749 2.2606 -0.4344 0.4170 -0.291
```
Forces are in eV/Å.

Output
Energy, a.u.: -756.1093
Lowest unoccupied orbital energy, Eh: 0.006
ΔE to the lowest compared entry with this formula, charge and spin, eV: 3.401
Total charge: 0
HOMO energy, eV: -8.79